[1]
{"formula": "C4H9NO2", "method": "ωB97M-V/def2-TZVPD", "symbols": ["C", "C", "C", "N", "H", "H", "H", "H", "H", "H", "H", "O", "C", "O", "H", "H"], "coordinates": [[0.16932, -0.57129, -1.65008], [-0.77159, -0.28500, -0.74134], [-1.74922, -1.31023, -0.24945], [-0.85538, 0.95340, -0.09517], [0.94247, 0.15737, -1.84934], [0.22250, -1.53666, -2.12809], [-1.60802, -2.24295, -0.79414], [-1.58064, -1.53943, 0.80535], [-2.77746, -0.96695, -0.37933], [-1.26779, 0.87446, 0.82483], [0.05496, 1.41195, -0.02134], [1.20216, 0.54623, 2.19145], [1.93639, 1.21614, 1.52279], [1.92244, 1.16028, 0.17040], [2.64463, 1.92092, 1.97224], [1.51523, 0.21177, 0.42121]], "homo_lumo_gap_ev": 9.13, "max_force_ev_per_a": 4.11}


[2]
{"formula": "ClH5N2Si", "method": "ωB97M-V/def2-TZVPD", "symbols": ["N", "N", "Si", "Cl", "H", "H", "H", "H", "H"], "coordinates": [[0.20783, -1.48807, -0.05072], [-0.30888, 0.93825, 1.09288], [-0.55985, -0.01010, -0.29657], [0.92999, 1.49241, -2.62615], [0.36335, -2.14643, -0.80373], [0.88711, -1.50408, 0.80874], [0.03807, 1.89031, 1.02982], [0.34776, 0.38529, 1.71619], [-1.90539, 0.44243, -0.87046]], "homo_lumo_gap_ev": 8.38, "max_force_ev_per_a": 3.18}


Repeat the first record exactly.
{"formula": "C4H9NO2", "method": "ωB97M-V/def2-TZVPD", "symbols": ["C", "C", "C", "N", "H", "H", "H", "H", "H", "H", "H", "O", "C", "O", "H", "H"], "coordinates": [[0.16932, -0.57129, -1.65008], [-0.77159, -0.28500, -0.74134], [-1.74922, -1.31023, -0.24945], [-0.85538, 0.95340, -0.09517], [0.94247, 0.15737, -1.84934], [0.22250, -1.53666, -2.12809], [-1.60802, -2.24295, -0.79414], [-1.58064, -1.53943, 0.80535], [-2.77746, -0.96695, -0.37933], [-1.26779, 0.87446, 0.82483], [0.05496, 1.41195, -0.02134], [1.20216, 0.54623, 2.19145], [1.93639, 1.21614, 1.52279], [1.92244, 1.16028, 0.17040], [2.64463, 1.92092, 1.97224], [1.51523, 0.21177, 0.42121]], "homo_lumo_gap_ev": 9.13, "max_force_ev_per_a": 4.11}


What did the first record say?
{"formula": "C4H9NO2", "method": "ωB97M-V/def2-TZVPD", "symbols": ["C", "C", "C", "N", "H", "H", "H", "H", "H", "H", "H", "O", "C", "O", "H", "H"], "coordinates": [[0.16932, -0.57129, -1.65008], [-0.77159, -0.28500, -0.74134], [-1.74922, -1.31023, -0.24945], [-0.85538, 0.95340, -0.09517], [0.94247, 0.15737, -1.84934], [0.22250, -1.53666, -2.12809], [-1.60802, -2.24295, -0.79414], [-1.58064, -1.53943, 0.80535], [-2.77746, -0.96695, -0.37933], [-1.26779, 0.87446, 0.82483], [0.05496, 1.41195, -0.02134], [1.20216, 0.54623, 2.19145], [1.93639, 1.21614, 1.52279], [1.92244, 1.16028, 0.17040], [2.64463, 1.92092, 1.97224], [1.51523, 0.21177, 0.42121]], "homo_lumo_gap_ev": 9.13, "max_force_ev_per_a": 4.11}


- Number 1 is which compound?
  C4H9NO2